66
Properties=species:S:1:pos:R:3:forces:R:3 method="wB97M-V/def2-TZVPD" e_tot_ev=-42581.626 total_charge=-2 gap_ev=1.00 fmax_ev_per_a=5.88
C -1.154394 1.746921 6.701652 0.10 0.81 -0.09
C -2.153453 2.293976 5.478294 -0.61 0.18 0.67
C -2.978122 1.077450 4.731766 -0.08 0.38 0.33
C -3.183424 1.349865 3.117138 -0.23 -0.38 0.39
C -3.103351 -0.074114 2.286522 0.57 1.10 0.06
C -1.510521 -0.566865 2.403438 -0.97 0.00 -1.39
C -0.942060 -0.669711 0.833621 -0.42 -1.27 0.62
C 0.627812 -1.123668 0.737990 -0.42 -0.68 -0.05
C 0.957640 -1.696881 -0.802698 1.37 -1.36 2.30
P 0.380634 -0.573757 -2.203053 0.31 0.75 0.46
C 1.185950 0.940938 -1.346217 0.57 3.03 0.46
O 2.616927 0.728910 -0.965023 -0.63 1.82 -0.95
C 3.443719 1.880867 -1.360118 0.97 0.32 -0.05
C -0.543924 -1.886709 -3.180015 -2.34 -0.53 -1.93
O -0.073052 -3.246901 -3.186367 1.15 -0.16 -0.07
C 1.278007 -3.461876 -3.679779 0.94 -0.03 0.57
C 1.827270 -5.004346 -3.364007 0.12 0.82 -0.58
C 3.296545 -5.101190 -4.146430 -0.51 0.66 0.01
C 1.305923 -0.024966 -3.779467 1.34 1.28 -2.40
C 0.395652 1.067379 -4.663090 0.90 1.36 0.10
C 1.346789 2.316008 -5.241148 -0.48 -0.72 -0.83
F -0.223549 0.457192 -5.871257 1.01 0.83 2.47
H -1.158786 2.496614 7.622378 -0.21 -1.19 -2.16
H -1.480705 0.702293 7.122936 0.57 1.73 -1.04
H -0.050458 1.709574 6.278100 -2.15 -0.20 0.91
H -2.963857 3.016210 5.961868 2.05 -1.30 -1.04
H -1.532742 2.912147 4.675536 -1.29 -1.30 1.86
H -2.416920 0.074387 4.980168 -1.03 1.73 -0.89
H -4.053724 0.984226 5.215835 2.18 0.13 -0.92
H -2.329924 2.076202 2.744850 -1.65 -1.56 0.62
H -4.208071 1.914840 2.942909 2.05 -1.21 0.33
H -3.859899 -0.874790 2.686545 1.53 1.55 -0.53
H -3.389971 0.121153 1.155913 0.67 -0.45 2.15
H -0.895344 0.238465 2.990290 -1.21 -1.76 -0.93
H -1.518120 -1.634910 2.924303 0.49 2.35 -1.12
H -1.223869 0.281327 0.193632 0.75 -1.76 1.60
H -1.574594 -1.561685 0.353964 1.32 1.82 0.83
H 1.407598 -0.340989 1.112948 -1.63 -1.24 -0.89
H 0.744228 -2.071132 1.454981 -0.23 2.03 -1.56
H 2.142207 -1.828487 -0.879392 -2.51 0.45 0.04
H 0.530218 -2.784795 -0.757314 0.57 2.11 -0.76
H -0.910728 0.101448 -1.987968 0.72 -0.35 -0.28
H 0.542212 1.383962 -0.443835 1.53 -1.08 -1.58
H 1.230450 1.845559 -2.126153 -0.52 -1.83 1.44
H 2.899591 2.921177 -1.147734 1.22 -2.28 -0.34
H 4.481248 1.817485 -0.773019 -2.45 0.15 -1.07
H 3.753779 1.834167 -2.511408 -0.90 0.10 2.21
H -0.635972 -1.531196 -4.316495 0.12 -0.51 2.16
H -1.672773 -1.898509 -2.789665 2.39 -0.30 -0.62
H 2.053531 -2.746459 -3.145708 -1.49 -1.23 -0.99
H 1.322318 -3.208911 -4.822670 -0.06 -0.70 1.87
H 2.010836 -5.177546 -2.197883 -0.72 0.46 -2.64
H 1.036993 -5.766000 -3.795303 1.71 1.46 0.99
H 3.417512 -6.106799 -4.741352 -0.13 2.00 1.30
H 4.165468 -4.933212 -3.375987 -1.65 -0.54 -1.56
H 3.348060 -4.190528 -4.908261 -0.01 -2.05 1.45
H 1.585093 -0.862997 -4.537567 -0.61 1.33 1.43
H 2.319706 0.563008 -3.551317 -2.27 -1.45 -0.30
H -0.431344 1.553957 -3.979738 1.29 -1.24 -1.69
H 2.383725 1.874864 -5.562857 -1.88 0.91 0.76
H 0.849163 2.745842 -6.235929 0.92 -0.91 2.29
H 1.471508 3.189392 -4.472681 -0.21 -1.83 -1.32
C -2.585600 5.212544 7.522212 1.11 -0.65 0.35
O -3.531246 5.918781 7.208360 -3.37 2.45 -1.15
O -1.506878 5.157321 6.920662 4.08 1.03 -4.01
O -2.560931 4.443476 8.490093 -1.74 -3.06 4.71